This record from the OMol25 dataset describes 9 unconnected molecules or ions with the total composition C9H36N6O12. The level of theory is the ωB97M-V functional and the def2-TZVPD basis.

For the relative energy (zero: lowest compared OMol25 entry of this formula, charge and spin), the calculation gives 0.0 kcal per mole. The HOMO energy is -9.68 eV. As for the total energy: -1596.01129 hartree. The HOMO-LUMO gap comes out at 0.368 hartree. The SMILES is NC(N)=O.NC(N)=O.NC(N)=O.OCCO.OCCO.OCCO.O.O.O.

Last column: natural (NBO) charge in e.
CARTESIAN COORDINATES (ANGSTROEM)
O -0.84 -2.50 0.42  -0.74
O 0.98 -2.73 -3.16  -0.75
O -3.89 -1.42 1.02  -0.74
O 5.17 2.19 0.15  -0.71
O 0.76 -4.64 -0.31  -0.74
O -1.79 4.15 1.29  -0.74
O -3.26 0.47 2.80  -1.00
O -4.90 -4.14 1.73  -0.96
O 1.62 0.32 0.80  -0.77
O 1.04 -1.32 -5.62  -0.74
O -0.84 1.14 1.74  -1.02
O 0.65 5.29 0.65  -0.76
N 3.03 2.86 0.05  -0.85
N 3.78 -0.31 0.79  -0.82
N -2.85 0.04 -0.34  -0.84
N 4.79 4.42 0.03  -0.85
N 2.04 -1.90 0.80  -0.85
N -4.31 -1.55 -1.24  -0.83
C -0.91 4.71 2.31  -0.10
C -1.23 -3.81 0.71  -0.09
C -3.71 -1.00 -0.14  0.80
C 0.85 -0.66 -4.30  -0.09
C 2.48 -0.60 0.81  0.78
C 4.36 3.13 0.11  0.77
C -0.62 -4.70 -0.37  -0.07
C 0.53 4.76 1.95  -0.09
C 1.59 -1.44 -3.28  -0.09
H -1.02 4.09 3.25  0.17
H -0.07 0.64 1.87  0.50
H 4.03 0.61 0.56  0.43
H 1.88 -0.97 -6.02  0.47
H 1.13 3.87 2.06  0.18
H -1.13 -1.88 1.10  0.49
H 1.07 -3.96 -0.99  0.50
H -2.29 -3.99 0.65  0.17
H -0.97 -4.24 -1.34  0.16
H -2.50 0.13 -1.31  0.38
H 2.37 3.62 -0.17  0.40
H 1.05 -2.03 0.79  0.44
H -3.97 1.09 3.11  0.48
H -1.54 0.98 2.40  0.51
H 1.22 0.38 -4.27  0.17
H 2.66 -1.39 -3.58  0.16
H -0.20 5.24 0.14  0.49
H -1.38 3.28 1.07  0.49
H 4.22 5.20 0.27  0.40
H -0.93 -4.22 1.73  0.16
H -3.91 -1.40 -2.14  0.39
H -1.01 -5.72 -0.32  0.18
H -2.21 0.32 0.40  0.44
H -4.43 -3.30 1.78  0.49
H 1.06 -3.30 -3.94  0.49
H 0.92 5.50 2.71  0.17
H 2.77 -2.63 0.68  0.39
H 5.78 4.55 -0.25  0.41
H -1.18 5.75 2.55  0.18
H -3.65 -0.07 2.06  0.50
H -0.20 -0.64 -4.08  0.18
H 4.45 -1.08 0.68  0.39
H -5.78 -3.95 2.10  0.47
H -4.97 -2.30 -1.12  0.42
H 2.67 2.06 0.51  0.42
H 1.53 -1.04 -2.32  0.20


This record from the OMol25 dataset describes 10 unconnected molecules or ions with the total composition C9H36NO12. The level of theory is the ωB97M-V functional and the def2-TZVPD basis.

For the relative energy (zero: lowest compared OMol25 entry of this formula, charge and spin), the calculation gives 65.9 kcal per mole. The HOMO energy is -4.23 eV. As for the total energy: -1321.84220 hartree. The HOMO-LUMO gap comes out at 0.231 hartree. Its charge is -1.

Last column: natural (NBO) charge in e.
CARTESIAN COORDINATES (ANGSTROEM)
O -1.25 -7.47 2.19  -0.72
O 4.15 -4.98 -1.11  -0.73
O -5.68 6.95 0.67  -0.72
O -0.76 -0.15 -0.73  -0.56
O 2.32 -3.35 -6.14  -0.72
O 6.72 2.65 -1.15  -0.74
O -0.87 -2.29 -0.69  -0.60
O 3.64 -1.37 5.58  -0.72
O -1.25 7.60 -2.76  -0.72
O -4.79 0.36 -4.35  -0.73
O 0.47 -1.17 0.57  -0.55
O -2.91 1.42 5.72  -0.74
N -0.44 -1.19 -0.21  0.72
C 2.11 -1.95 -5.84  -0.25
C 2.84 -2.06 6.51  -0.25
C 5.59 -4.93 -1.07  -0.25
C -6.18 5.70 0.29  -0.25
C -0.25 6.58 -2.96  -0.26
C -6.07 0.05 -3.85  -0.25
C 5.66 2.13 -0.39  -0.24
C -0.33 -7.21 3.19  -0.24
C -2.86 2.11 4.49  -0.25
H -6.57 0.99 -3.66  0.15
H 3.21 -3.45 -6.47  0.46
H 3.78 -4.40 -0.43  0.48
H -6.00 -0.63 -3.00  0.17
H -6.36 7.35 1.21  0.46
H 6.02 -5.28 -2.01  0.18
H -6.90 5.78 -0.53  0.16
H 3.15 -1.73 7.50  0.17
H -4.22 0.53 -3.60  0.48
H 2.40 -1.31 -6.67  0.15
H 0.13 -8.10 3.61  0.17
H -1.91 7.28 -2.14  0.47
H -3.33 0.56 5.61  0.47
H 0.34 6.32 -2.08  0.16
H 3.13 -1.40 4.76  0.47
H 5.93 -5.70 -0.38  0.15
H -0.57 5.60 -3.33  0.17
H -6.70 -0.47 -4.58  0.17
H -2.00 -6.89 2.31  0.47
H -6.60 5.19 1.16  0.16
H -0.91 -6.64 3.91  0.15
H 0.39 -6.44 2.90  0.17
H 5.77 2.27 0.69  0.18
H 6.43 3.01 -2.00  0.47
H -3.31 1.50 3.71  0.17
H 1.06 -1.68 -5.68  0.20
H 0.55 6.90 -3.63  0.18
H -3.38 3.06 4.61  0.16
H 3.12 -3.11 6.44  0.16
H -5.39 5.02 -0.04  0.19
H 5.49 1.07 -0.56  0.17
H 2.67 -1.68 -4.94  0.17
H 1.77 -1.88 6.39  0.17
H 4.77 2.68 -0.70  0.17
H -1.78 2.22 4.34  0.18
H 5.97 -3.97 -0.73  0.17


This record from the OMol25 dataset describes 9 unconnected molecules or ions with the total composition C9H36O9. The level of theory is the ωB97M-V functional and the def2-TZVPD basis.

For the relative energy (zero: lowest compared OMol25 entry of this formula, charge and spin), the calculation gives 38.0 kcal per mole. The HOMO energy is -9.41 eV. As for the total energy: -1041.61030 hartree. The HOMO-LUMO gap comes out at 0.347 hartree. The SMILES is CCO.CCO.CCO.CCO.CO.O.O.O.O.

Last column: natural (NBO) charge in e.
CARTESIAN COORDINATES (ANGSTROEM)
O 10.79 -20.93 -7.34  -0.98
O 10.10 -16.22 -9.01  -0.98
O 10.26 -18.35 -13.10  -0.73
O 11.68 -18.56 -8.73  -1.00
O 10.15 -16.21 -6.10  -0.99
O 12.94 -16.80 -6.45  -0.77
O 13.38 -20.24 -10.33  -0.76
O 7.81 -18.19 -8.94  -0.74
O 12.41 -22.24 -5.17  -0.73
C 12.54 -20.90 -11.25  -0.07
C 9.83 -18.36 -11.76  -0.25
C 7.55 -19.79 -7.10  -0.63
C 13.65 -21.75 -5.68  -0.08
C 15.01 -16.18 -7.59  -0.64
C 13.64 -15.74 -7.12  -0.07
C 13.74 -20.25 -5.38  -0.63
C 13.35 -21.97 -11.95  -0.62
C 7.87 -19.56 -8.58  -0.06
H 11.17 -20.18 -7.84  0.48
H 9.50 -19.35 -11.45  0.19
H 13.28 -16.91 -5.55  0.49
H 8.23 -19.22 -6.46  0.19
H 11.12 -16.35 -6.11  0.49
H 13.75 -20.13 -4.29  0.21
H 12.12 -20.23 -12.01  0.16
H 10.64 -18.10 -11.06  0.15
H 14.64 -19.78 -5.77  0.21
H 11.00 -17.89 -8.93  0.51
H 10.36 -15.47 -9.55  0.49
H 9.98 -15.87 -8.10  0.51
H 9.82 -16.87 -5.49  0.48
H 12.12 -18.22 -7.94  0.49
H 11.50 -21.22 -6.74  0.47
H 14.94 -17.03 -8.27  0.22
H 12.91 -19.60 -9.78  0.50
H 7.67 -20.83 -6.82  0.22
H 10.75 -17.55 -13.31  0.46
H 13.37 -22.89 -11.37  0.20
H 7.07 -19.98 -9.19  0.17
H 15.74 -16.48 -6.84  0.21
H 13.71 -14.91 -6.42  0.17
H 12.85 -19.74 -5.74  0.21
H 8.55 -17.68 -8.59  0.47
H 12.50 -23.19 -5.10  0.48
H 13.71 -21.92 -6.76  0.17
H 12.95 -22.23 -12.93  0.21
H 8.81 -20.05 -8.84  0.17
H 9.02 -17.64 -11.58  0.17
H 14.52 -22.25 -5.24  0.17
H 15.44 -15.36 -8.17  0.22
H 13.05 -15.44 -7.99  0.19
H 14.40 -21.69 -12.10  0.21
H 11.68 -21.35 -10.74  0.16
H 6.54 -19.46 -6.89  0.20


This record from the OMol25 dataset describes 9 unconnected molecules or ions with the total composition C9H36O9. The level of theory is the ωB97M-V functional and the def2-TZVPD basis.

For the relative energy (zero: lowest compared OMol25 entry of this formula, charge and spin), the calculation gives 123.2 kcal per mole. The HOMO energy is -9.69 eV. As for the total energy: -1041.47448 hartree. The HOMO-LUMO gap comes out at 0.361 hartree. The SMILES is CO.CO.CO.CO.CO.CO.CO.CO.CO.

Last column: natural (NBO) charge in e.
CARTESIAN COORDINATES (ANGSTROEM)
O 1.44 6.68 12.48  -0.75
O 4.05 4.08 16.54  -0.71
O 5.08 9.66 10.99  -0.74
O -0.26 9.96 13.96  -0.72
O 4.36 8.17 8.71  -0.75
O -1.27 5.39 15.88  -0.74
O 7.29 7.93 14.63  -0.72
O -1.87 7.62 14.16  -0.78
O 2.79 4.33 11.49  -0.74
C 6.22 8.13 13.72  -0.25
C -1.85 7.14 12.82  -0.26
C 2.25 3.51 10.45  -0.25
C 3.11 7.68 9.18  -0.25
C 4.16 10.73 11.20  -0.26
C 4.77 4.82 15.58  -0.24
C 2.44 7.46 13.06  -0.24
C -0.34 10.30 12.62  -0.26
C -0.14 6.02 16.42  -0.25
H 1.62 4.15 9.84  0.19
H 3.08 3.11 9.87  0.18
H -1.21 8.31 14.33  0.50
H 4.46 11.63 10.66  0.18
H -0.06 11.34 12.40  0.16
H 3.33 7.35 12.45  0.18
H -1.36 10.19 12.23  0.19
H -2.27 7.90 12.15  0.15
H 3.28 3.70 12.02  0.47
H -1.61 6.10 15.31  0.49
H 3.14 10.43 10.93  0.19
H 4.46 4.62 14.54  0.15
H -0.39 6.99 16.89  0.16
H 5.94 10.04 11.20  0.48
H 6.60 7.90 12.72  0.19
H 6.93 7.97 15.52  0.46
H 2.94 8.06 10.20  0.16
H 0.67 10.11 14.14  0.47
H 4.16 11.06 12.24  0.16
H 4.58 5.91 15.64  0.15
H 2.71 7.16 14.08  0.15
H 0.27 5.37 17.20  0.17
H 5.78 9.12 13.86  0.16
H 0.30 9.63 12.05  0.17
H -0.82 6.96 12.50  0.20
H 5.82 4.65 15.64  0.19
H 0.67 6.22 15.70  0.15
H 1.91 5.90 12.14  0.50
H 4.72 8.68 9.44  0.49
H 3.14 4.36 16.51  0.47
H 3.14 6.59 9.34  0.16
H 5.50 7.34 13.92  0.16
H 2.23 7.93 8.58  0.17
H 2.10 8.46 13.27  0.15
H -2.48 6.25 12.88  0.19
H 1.61 2.73 10.86  0.17